57
Properties=species:S:1:pos:R:3 method="wB97M-V/def2-TZVPD" largest_force_ev_per_a=0.859 energy_ev=-62531.4632 lumo_energy_ev=0.11 smiles="Cc1ccc(C(=O)CN(C(=O)c2ccc(Cl)c(Cl)c2)N2C(=O)[C@H]3CCCC[C@H]3C2=O)cc1C" homo_ev=-9.1 de_lowest_ev=0.055
C 3.29 -2.85 -4.39
C 2.66 -2.77 -3.03
C 3.45 -2.69 -1.89
C 2.88 -2.61 -0.64
C 1.49 -2.62 -0.49
C 0.69 -2.72 -1.64
C 1.26 -2.78 -2.90
C 0.38 -2.85 -4.11
H -0.67 -2.82 -3.82
H 0.56 -3.78 -4.66
H 0.58 -2.02 -4.78
H -0.38 -2.72 -1.57
C 0.94 -2.48 0.86
O 1.64 -2.24 1.83
C -0.58 -2.53 1.05
N -1.12 -1.20 0.79
C -1.95 -0.94 -0.26
O -2.35 -1.81 -1.00
C -2.35 0.50 -0.37
C -1.92 1.24 -1.46
C -2.32 2.56 -1.59
C -3.16 3.13 -0.64
C -3.60 2.38 0.43
C -3.19 1.06 0.58
H -3.53 0.48 1.42
H -4.27 2.83 1.16
Cl -3.65 4.77 -0.79
Cl -1.75 3.49 -2.92
H -1.27 0.79 -2.19
N -0.49 -0.18 1.49
C 0.60 0.49 0.96
O 0.96 0.40 -0.18
C 1.19 1.32 2.08
H 2.22 0.98 2.23
C 0.31 1.04 3.30
C -0.76 0.09 2.82
O -1.69 -0.37 3.43
C -0.29 2.31 3.92
C -1.03 3.13 2.87
C -0.22 3.34 1.58
C 1.21 2.81 1.69
H 1.77 3.37 2.44
H 1.72 2.91 0.73
H -0.71 2.83 0.75
H -0.18 4.40 1.33
H -1.29 4.09 3.31
H -1.97 2.62 2.62
H -0.98 2.02 4.71
H 0.51 2.90 4.36
H 0.87 0.51 4.08
H -0.79 -2.79 2.09
H -1.08 -3.23 0.38
H 3.49 -2.53 0.25
H 4.52 -2.69 -1.99
H 2.97 -3.74 -4.91
H 4.37 -2.85 -4.31
H 2.99 -1.99 -4.99